No. 1
{
  "formula": "CH11N3O3",
  "method": "the ωB97M-V functional and the def2-TZVPD basis",
  "homo_lumo_gap_ev": 9.8210,
  "smiles": "N=C(N)N.O.O.O",
  "fmax_ev_per_a": 2.0,
  "e_lumo_ev": 0.77,
  "de_lowest_kcal_mol": 6.2,
  "e_homo_ev": -9.1,
  "symbols": ["N", "C", "N", "N", "H", "H", "H", "H", "H", "H", "H", "O", "H", "H", "O", "H", "H", "O"],
  "positions_angstrom": [[-1.817, -0.818, -0.068], [-0.999, 0.262, 0.063], [-1.452, 1.379, -0.579], [0.005, 0.372, 0.839], [-2.482, -0.836, -0.817], [-1.470, -1.732, 0.203], [-0.838, 2.183, -0.617], [-2.130, 1.329, -1.323], [0.278, -0.262, 1.575], [1.147, -2.489, 0.027], [0.391, -3.574, 0.841], [0.264, -2.779, 0.315], [2.068, 3.070, 0.759], [0.703, 2.229, 1.005], [1.142, 2.958, 0.520], [2.687, -0.555, -1.277], [1.398, -0.232, -0.517], [1.838, -0.942, -1.037]],
  "lowdin_charge": [0.1433, -0.6203, 0.1379, 0.0575, 0.0891, 0.0697, 0.0837, 0.0932, 0.0655, 0.0207, 0.0470, -0.0730, 0.0251, -0.0115, -0.1066, 0.0453, 0.0118, -0.0783]
}

***

No. 2
{
  "formula": "C2HO2V",
  "method": "the ωB97M-V functional and the def2-TZVPD basis",
  "multiplicity": 5,
  "homo_lumo_gap_ev": [6.5007, 9.0700],
  "fmax_ev_per_a": 4.6,
  "e_lumo_ev": [-0.36, -0.07],
  "de_lowest_kcal_mol": 0.0,
  "e_homo_ev": [-6.9, -9.1],
  "s2": 6.021,
  "symbols": ["O", "C", "C", "O", "H", "V"],
  "positions_angstrom": [[-1.892, 1.875, -1.229], [-1.426, 1.382, -0.252], [1.004, -0.975, 0.024], [0.705, -1.146, 1.235], [1.344, -1.897, -0.510], [0.264, 0.761, 0.732]],
  "lowdin_charge": [-0.0059, -0.1752, -0.2376, -0.2332, 0.0473, 0.6047]
}

***

No. 3
{
  "formula": "C23H26N4O4",
  "method": "the ωB97M-V functional and the def2-TZVPD basis",
  "homo_lumo_gap_ev": 9.3481,
  "smiles": "Cc1cccc(-n2nc(C(=O)O)cc2-c2ccccc2)c1.CNC(=O)[C@H](C)NC(C)=O",
  "fmax_ev_per_a": 3.1,
  "e_lumo_ev": 0.29,
  "de_lowest_kcal_mol": 32.9,
  "e_homo_ev": -9.1,
  "symbols": ["O", "O", "O", "N", "O", "C", "C", "C", "C", "C", "C", "C", "C", "C", "C", "C", "C", "C", "C", "C", "C", "C", "C", "N", "N", "N", "C", "C", "C", "C", "C", "H", "H", "H", "H", "H", "H", "H", "H", "H", "H", "H", "H", "H", "H", "H", "H", "H", "H", "H", "H", "H", "H", "H", "H", "H", "H"],
  "positions_angstrom": [[3.472, 0.928, 0.164], [-0.235, -0.010, 6.829], [1.216, -4.191, 5.878], [1.631, 1.390, -2.024], [2.312, -0.907, 0.789], [2.543, 0.157, -0.025], [-0.456, -0.083, 5.628], [0.827, -3.049, 6.095], [1.625, 0.374, -1.179], [0.570, -0.553, -1.553], [-0.030, -0.034, -2.657], [-3.097, -1.892, -4.978], [-3.295, -1.664, -3.612], [-1.893, -1.514, -5.581], [-1.592, 3.493, -4.814], [-2.286, -1.067, -2.847], [-0.894, -0.899, -4.818], [-1.164, 2.539, -3.886], [-0.679, 4.042, -5.717], [1.092, 2.720, -4.730], [-1.083, -0.675, -3.446], [0.182, 2.140, -3.835], [0.666, 3.651, -5.690], [0.610, 1.179, -2.907], [0.057, -2.764, 7.152], [0.157, -0.933, 4.801], [-1.478, 0.833, 5.000], [1.641, 4.228, -6.679], [-0.390, -3.735, 8.147], [2.493, -1.189, 5.512], [1.205, -1.922, 5.107], [3.039, -0.877, 1.431], [0.350, -1.501, -1.074], [-3.877, -2.362, -5.569], [-4.229, -1.958, -3.142], [-1.737, -1.689, -6.641], [-2.634, 3.798, -4.840], [-2.440, -0.896, -1.786], [0.036, -0.599, -5.291], [-1.881, 2.108, -3.194], [-1.017, 4.774, -6.445], [2.136, 2.426, -4.680], [-0.189, -1.788, 7.288], [-0.125, -0.884, 3.836], [-0.991, 1.454, 4.251], [-1.906, 1.468, 5.775], [-2.266, 0.240, 4.542], [2.052, 5.167, -6.295], [1.147, 4.426, -7.635], [2.466, 3.532, -6.858], [0.469, -4.101, 8.712], [-1.101, -3.267, 8.830], [-0.868, -4.583, 7.651], [3.308, -1.908, 5.608], [2.756, -0.448, 4.756], [2.353, -0.688, 6.471], [1.428, -2.437, 4.171]],
  "lowdin_charge": [0.0936, 0.0283, 0.0426, 0.1862, 0.0948, -0.4509, -0.5447, -0.4693, -0.1808, 0.0503, -0.1765, -0.0850, -0.0754, -0.0710, -0.0640, -0.0303, -0.0204, -0.0108, -0.0468, 0.0326, -0.1874, -0.1960, -0.2673, -0.0259, 0.0304, 0.1053, 0.0056, -0.0546, -0.0535, -0.0322, -0.2373, 0.1232, 0.1214, 0.1013, 0.1022, 0.1034, 0.1051, 0.1154, 0.1191, 0.1158, 0.1110, 0.1219, 0.0876, 0.1425, 0.0849, 0.0867, 0.0840, 0.0865, 0.0789, 0.0786, 0.0850, 0.0838, 0.0842, 0.0864, 0.0779, 0.0812, 0.1426]
}

***

No. 4
{
  "formula": "C4H19N2O5",
  "method": "the ωB97M-V functional and the def2-TZVPD basis",
  "homo_lumo_gap_ev": 10.5233,
  "fmax_ev_per_a": 2.6,
  "e_lumo_ev": -2.87,
  "de_lowest_kcal_mol": 15.0,
  "e_homo_ev": -13.4,
  "charge": 1,
  "symbols": ["N", "C", "C", "N", "C", "C", "O", "H", "H", "H", "H", "H", "H", "H", "H", "H", "H", "H", "H", "H", "O", "H", "H", "O", "H", "H", "O", "H", "H", "O"],
  "positions_angstrom": [[-1.354, -0.982, 1.805], [0.029, -0.460, 1.797], [0.603, -0.835, 0.385], [1.906, -0.702, 0.173], [2.796, -0.057, 1.129], [2.476, -1.358, -1.013], [-0.210, -1.353, -0.386], [-1.892, -0.953, 2.671], [-1.492, -1.886, 1.338], [-1.977, -0.453, 1.146], [0.631, -0.910, 2.590], [-0.042, 0.597, 1.996], [3.451, 0.662, 0.641], [2.292, 0.407, 1.954], [3.421, -0.815, 1.616], [2.858, -2.360, -0.833], [1.844, -1.234, -1.880], [3.332, -0.679, -1.200], [-0.567, 2.344, 0.742], [0.391, 2.109, -0.387], [0.349, 2.090, 0.571], [-1.253, 2.575, -2.133], [-1.596, 1.042, -2.276], [-1.887, 1.890, -1.882], [-2.306, 1.227, -0.248], [-3.595, 1.198, 0.470], [-2.645, 1.165, 0.682], [-0.787, -0.787, -3.672], [-0.606, -1.044, -2.132], [-0.658, -0.366, -2.824]],
  "lowdin_charge": [0.1553, -0.0521, -0.4196, -0.1230, -0.0204, 0.0136, 0.0139, 0.1786, 0.1680, 0.1151, 0.1395, 0.1046, 0.1049, 0.0767, 0.1082, 0.1058, 0.0819, 0.1033, 0.0418, 0.0458, -0.0367, 0.0674, 0.0109, -0.0596, 0.0232, 0.0861, -0.0700, 0.0675, 0.0177, -0.0485]
}

***

No. 5
{
  "formula": "C23H70N10O12",
  "method": "the ωB97M-V functional and the def2-TZVPD basis",
  "homo_lumo_gap_ev": 9.1880,
  "smiles": "NC(N)=O.NC(N)=O.NC(N)=O.NC(N)=O.NC(N)=O.CC(C)O.CC(C)O.CC(C)O.CC(C)O.CCO.CCO.CCO",
  "fmax_ev_per_a": 2.1,
  "e_lumo_ev": -0.25,
  "de_lowest_kcal_mol": 0.0,
  "e_homo_ev": -9.4,
  "symbols": ["C", "C", "O", "H", "H", "H", "H", "H", "H", "C", "C", "O", "H", "H", "H", "H", "H", "H", "C", "C", "O", "H", "H", "H", "H", "H", "H", "C", "O", "N", "N", "H", "H", "H", "H", "C", "O", "N", "N", "H", "H", "H", "H", "C", "O", "N", "N", "H", "H", "H", "H", "C", "O", "N", "N", "H", "H", "H", "H", "C", "O", "N", "N", "H", "H", "H", "H", "C", "C", "C", "O", "H", "H", "H", "H", "H", "H", "H", "H", "C", "C", "C", "O", "H", "H", "H", "H", "H", "H", "H", "H", "C", "C", "C", "O", "H", "H", "H", "H", "H", "H", "H", "H", "C", "C", "C", "O", "H", "H", "H", "H", "H", "H", "H", "H"],
  "positions_angstrom": [[-15.917, 19.431, -1.489], [-16.095, 19.999, -2.870], [-17.020, 19.131, -3.562], [-15.270, 20.111, -0.933], [-15.468, 18.442, -1.570], [-16.860, 19.283, -0.965], [-15.162, 19.930, -3.445], [-16.399, 21.046, -2.942], [-17.020, 19.324, -4.506], [-10.358, 18.312, -1.276], [-9.377, 17.164, -1.467], [-9.012, 16.570, -0.234], [-10.563, 18.736, -2.264], [-9.843, 19.115, -0.750], [-11.268, 17.957, -0.801], [-8.472, 17.491, -1.976], [-9.820, 16.366, -2.079], [-9.818, 16.241, 0.214], [-18.511, 11.993, 0.822], [-19.020, 11.790, -0.588], [-20.052, 12.702, -0.902], [-19.320, 11.971, 1.552], [-18.062, 12.986, 0.930], [-17.765, 11.233, 1.060], [-19.485, 10.817, -0.732], [-18.204, 11.862, -1.315], [-19.831, 13.614, -0.695], [-12.365, 15.772, -4.448], [-12.694, 15.981, -5.633], [-12.457, 16.782, -3.509], [-11.958, 14.548, -3.971], [-12.347, 16.565, -2.536], [-12.905, 17.626, -3.802], [-11.852, 14.406, -2.978], [-11.776, 13.762, -4.564], [-18.270, 17.209, 2.224], [-19.140, 17.849, 1.619], [-17.863, 17.522, 3.516], [-17.646, 16.094, 1.703], [-17.414, 16.772, 4.030], [-18.043, 18.435, 3.873], [-18.010, 15.748, 0.837], [-16.931, 15.623, 2.209], [-16.424, 15.349, -4.719], [-16.253, 14.217, -4.263], [-17.562, 16.103, -4.429], [-15.493, 16.014, -5.476], [-17.505, 17.100, -4.304], [-18.224, 15.633, -3.834], [-14.573, 15.591, -5.647], [-15.673, 16.973, -5.674], [-14.408, 10.567, -5.359], [-13.957, 9.462, -5.643], [-14.299, 11.637, -6.221], [-15.104, 10.783, -4.177], [-14.603, 12.560, -5.961], [-14.088, 11.421, -7.174], [-15.247, 9.966, -3.620], [-15.479, 11.703, -4.043], [-11.008, 14.582, 1.710], [-11.221, 15.578, 1.002], [-10.786, 13.338, 1.151], [-10.889, 14.639, 3.083], [-10.872, 13.262, 0.150], [-10.656, 12.517, 1.704], [-10.698, 13.830, 3.634], [-10.889, 15.545, 3.515], [-9.951, 10.783, -1.322], [-9.897, 10.980, -2.833], [-10.882, 10.110, -3.609], [-10.223, 12.360, -3.166], [-9.811, 9.713, -1.158], [-10.929, 11.109, -0.963], [-9.189, 11.377, -0.812], [-8.886, 10.794, -3.221], [-11.898, 10.264, -3.250], [-10.531, 9.083, -3.494], [-10.800, 10.370, -4.661], [-9.510, 12.884, -2.778], [-15.096, 14.630, -0.700], [-13.820, 13.804, -0.893], [-13.957, 12.773, -2.011], [-12.765, 14.741, -1.192], [-15.897, 14.081, -0.195], [-15.439, 15.044, -1.649], [-14.820, 15.447, -0.024], [-13.667, 13.320, 0.082], [-12.966, 12.327, -2.116], [-14.252, 13.201, -2.967], [-14.763, 12.098, -1.727], [-12.479, 15.102, -0.327], [-15.203, 13.680, 3.076], [-15.241, 14.758, 4.170], [-14.602, 16.050, 3.698], [-16.627, 15.034, 4.459], [-14.231, 13.596, 2.578], [-16.010, 13.851, 2.366], [-15.344, 12.664, 3.464], [-14.692, 14.402, 5.049], [-15.046, 16.412, 2.763], [-13.531, 16.063, 3.511], [-14.856, 16.814, 4.439], [-16.959, 14.290, 4.973], [-12.123, 9.817, 1.455], [-13.587, 9.422, 1.546], [-14.568, 10.211, 0.700], [-13.796, 8.041, 1.260], [-11.665, 9.415, 0.548], [-11.594, 9.448, 2.332], [-12.042, 10.897, 1.305], [-13.911, 9.650, 2.577], [-14.439, 10.043, -0.373], [-14.408, 11.291, 0.799], [-15.594, 10.007, 0.998], [-13.510, 7.496, 1.999]],
  "lowdin_charge": [-0.0783, -0.2986, -0.1123, 0.0789, 0.0672, 0.0787, 0.1051, 0.1099, 0.0782, -0.0921, -0.3247, -0.1060, 0.0671, 0.0747, 0.0627, 0.1104, 0.0944, 0.0224, -0.0843, -0.3220, -0.0748, 0.0804, 0.0467, 0.0592, 0.1145, 0.1053, 0.0759, -0.6128, -0.0434, 0.1738, 0.1783, 0.0587, 0.0942, 0.0482, 0.0949, -0.6347, 0.0000, 0.1511, 0.1674, 0.0512, 0.0946, 0.0909, 0.0265, -0.6336, -0.0143, 0.1481, 0.1712, 0.0506, 0.0933, 0.0693, 0.0845, -0.6582, -0.0018, 0.1583, 0.1595, 0.0784, 0.0977, 0.0981, 0.0582, -0.5814, -0.0170, 0.1932, 0.1759, 0.0931, 0.0828, 0.0963, 0.1091, -0.0645, -0.4670, -0.0395, -0.0829, 0.0845, 0.0527, 0.0790, 0.1368, 0.0729, 0.0865, 0.0861, 0.0893, -0.0379, -0.4508, -0.0545, -0.0975, 0.0612, 0.0774, 0.0740, 0.1039, 0.0688, 0.0531, 0.0684, 0.0517, -0.0480, -0.4503, -0.0494, -0.0752, 0.0693, 0.0533, 0.0793, 0.1375, 0.0734, 0.0656, 0.0868, 0.1101, -0.0474, -0.4938, -0.0479, -0.0358, 0.0704, 0.0824, 0.0457, 0.1320, 0.0817, 0.0572, 0.0716, 0.0911]
}

***

No. 6
{
  "formula": "C16H30B2F4N3O3V",
  "method": "the ωB97M-V functional and the def2-TZVPD basis",
  "homo_lumo_gap_ev": 8.1109,
  "fmax_ev_per_a": 4.2,
  "e_lumo_ev": -6.91,
  "e_homo_ev": -15.0,
  "charge": 2,
  "symbols": ["O", "V", "O", "B", "H", "H", "H", "H", "C", "N", "C", "C", "C", "C", "C", "C", "C", "C", "N", "C", "C", "C", "H", "H", "H", "H", "H", "H", "H", "H", "H", "H", "H", "H", "H", "H", "C", "C", "C", "O", "C", "N", "H", "H", "H", "H", "H", "H", "H", "H", "H", "H", "H", "H", "B", "F", "F", "F", "F"],
  "positions_angstrom": [[0.572, 0.390, -0.779], [-0.057, 1.765, -0.492], [-1.598, 1.633, -0.245], [0.766, 3.352, 1.044], [0.084, 3.814, 0.256], [1.577, 2.706, 0.556], [1.371, 4.132, 1.638], [0.158, 2.631, 1.743], [4.659, 1.922, -1.588], [3.988, 0.642, -1.858], [4.195, -0.367, -0.986], [3.548, -1.561, -1.132], [2.657, -1.775, -2.199], [2.451, -0.713, -3.075], [3.073, 0.494, -2.826], [1.833, -2.990, -2.214], [0.450, -2.859, -2.133], [-0.349, -3.983, -2.158], [0.214, -5.211, -2.226], [1.555, -5.361, -2.322], [2.386, -4.269, -2.366], [-0.646, -6.396, -2.070], [4.524, 2.674, -2.363], [5.704, 1.697, -1.410], [4.104, 2.380, -0.763], [4.880, -0.199, -0.168], [3.712, -2.365, -0.428], [1.671, -0.790, -3.820], [2.905, 1.396, -3.398], [0.024, -1.879, -1.952], [-1.411, -4.009, -1.966], [1.855, -6.397, -2.261], [3.447, -4.340, -2.562], [-0.022, -7.278, -1.968], [-1.254, -6.514, -2.967], [-1.315, -6.282, -1.222], [-2.957, 3.051, 2.204], [-3.439, 2.217, 3.379], [-3.344, 0.711, 3.164], [-3.579, -0.029, 4.330], [-4.968, -0.135, 4.683], [-2.735, 2.612, 4.639], [-1.754, 2.284, 4.552], [-2.696, 3.610, 4.841], [-2.932, 1.986, 5.436], [-3.182, 2.687, 1.209], [-1.876, 3.200, 2.268], [-3.402, 4.035, 2.371], [-4.503, 2.374, 3.577], [-2.311, 0.504, 2.853], [-3.955, 0.425, 2.306], [-5.639, -0.262, 3.835], [-5.224, 0.759, 5.258], [-5.070, -0.991, 5.345], [0.368, 3.025, -2.711], [-0.224, 1.748, -2.841], [1.560, 2.779, -2.014], [0.698, 3.498, -3.970], [-0.551, 3.822, -2.036]],
  "lowdin_charge": [-0.3085, 0.8990, -0.2847, -0.3539, -0.0116, -0.0400, 0.0161, -0.0157, 0.0494, -0.0557, 0.0155, 0.0491, -0.1400, 0.0645, 0.0252, -0.1266, 0.0676, 0.0387, -0.0819, 0.0304, 0.0665, 0.0394, 0.1177, 0.1137, 0.1162, 0.1567, 0.1393, 0.1497, 0.1545, 0.1301, 0.1559, 0.1498, 0.1450, 0.1048, 0.1199, 0.1137, -0.0168, -0.3301, -0.2042, -0.1814, -0.0597, 0.2326, 0.1857, 0.1841, 0.1750, 0.0833, 0.0630, 0.1004, 0.1513, 0.1396, 0.1462, 0.1010, 0.0870, 0.0985, -1.3135, 0.1129, 0.1056, 0.1654, 0.1639]
}

***

> What is the formula in the sixth record?

C16H30B2F4N3O3V